1.
C2Cl4N2 | ωB97M-V/def2-TZVPD

Output
* E_HOMO: -8.5 eV
* energy relative to the best compared isomer or geometry (same formula, charge and spin): 165.6 kcal per mole
* HOMO-LUMO gap: 7.94 eV
* net charge: 0

Last column: Löwdin charge in e.
CARTESIAN COORDINATES (ANGSTROEM)
C (0.00003, 0.41983, 1.45891)  -0.973
C (-0.39301, -0.66697, -1.00680)  -1.417
N (-0.68811, 1.43331, 1.33673)  0.174
N (0.60462, 1.38986, 0.65553)  -0.272
Cl (0.57386, -0.93747, 2.13706)  0.843
Cl (0.91789, -1.90046, -1.20303)  0.381
Cl (-1.57514, -0.71091, -2.24205)  0.494
Cl (0.55986, 0.97281, -1.13635)  0.771

Cartesian forces, eV/Å:
1.5435 -0.8394 -1.2789
1.0558 0.0196 1.3240
-1.9090 1.0649 0.1651
0.8949 0.8536 0.7255
-0.2545 -0.8728 0.8318
-0.5398 0.0976 -0.2972
-0.3119 -0.1351 -0.6497
-0.4791 -0.1884 -0.8205

2.
C7H18N2 | ωB97M-V/def2-TZVPD

Output
* E_HOMO: -7.4 eV
* SMILES: C/C=C(\C)N.[H]/N=C/C.C
* energy relative to the best compared isomer or geometry (same formula, charge and spin): 32.4 kcal per mole
* HOMO-LUMO gap: 8.36 eV
* net charge: 0

Last column: Löwdin charge in e.
CARTESIAN COORDINATES (ANGSTROEM)
C (-2.76494, -0.07963, -0.92047)  -0.314
C (-1.99872, 1.12467, -1.33184)  -0.086
C (-1.85365, 0.42664, 2.26880)  -0.040
N (-2.23421, -1.21533, -0.95092)  0.077
H (-3.80417, 0.11418, -0.61695)  0.115
H (-2.82462, -1.99130, -0.65923)  0.065
H (-0.49677, -1.01553, -0.01469)  0.015
H (-1.92865, 1.81907, -0.49625)  0.067
H (-1.00220, 0.84570, -1.66193)  0.067
H (-2.52363, 1.63364, -2.13966)  0.077
H (-1.68982, 0.55097, 3.33045)  0.018
H (-2.31689, 1.32070, 1.87871)  0.010
H (-2.50347, -0.42207, 2.10946)  0.016
C (2.75461, -1.54510, -0.17269)  -0.042
C (2.82960, 1.37114, -0.48180)  -0.123
C (1.52402, -0.70020, -0.00186)  -0.414
N (0.36634, -1.37767, 0.37130)  0.076
C (1.57452, 0.62781, -0.13892)  -0.161
H (0.41932, -2.37791, 0.21901)  0.079
H (-0.90114, 0.25289, 1.78390)  -0.008
H (0.68009, 1.21459, 0.00068)  0.074
H (2.54319, -2.59264, 0.02998)  0.069
H (3.54532, -1.21751, 0.50119)  0.080
H (3.13284, -1.45676, -1.19116)  0.083
H (3.60817, 1.19979, 0.26362)  0.067
H (2.63767, 2.43980, -0.53214)  0.063
H (3.22720, 1.05009, -1.44658)  0.068

Cartesian forces, eV/Å:
-0.5911 0.4974 -0.0572
0.0458 0.0903 -0.0592
0.1205 0.0189 0.1156
0.2683 -0.7733 -0.1300
0.0742 -0.2123 0.0309
-0.2669 0.2525 0.0497
0.1170 -0.1305 -0.0328
0.0168 0.1266 0.0461
0.0768 0.0106 -0.0201
-0.0259 0.0840 -0.0487
0.0274 0.0411 0.2503
-0.1591 0.2682 -0.1104
-0.1379 -0.2113 -0.0629
-0.0532 0.0774 0.0613
-0.0458 -0.1546 -0.0243
0.0167 0.1524 0.1391
0.1956 -0.4676 0.0458
0.0044 -0.0124 -0.0948
-0.0757 0.2495 -0.0475
0.0944 -0.0352 -0.0356
-0.2142 0.0180 0.0937
0.0425 -0.0700 0.0022
0.0804 -0.0187 0.0158
0.0570 -0.0443 -0.0434
0.1298 0.0833 0.0201
0.0747 0.0703 -0.0250
0.1276 0.0899 -0.0787

3.
C12H14Cl5IrNO4S | ωB97M-V/def2-TZVPD

Output
* E_HOMO (spin up / spin down): -14.2 / -15.6 eV
* energy relative to the best compared isomer or geometry (same formula, charge and spin): 33.5 kcal per mole
* 2S+1: 6
* HOMO-LUMO gap (spin up / spin down): 6.16 / 5.08 eV
* net charge: +2

Last column: Löwdin charge in e.
CARTESIAN COORDINATES (ANGSTROEM)
Ir (-0.02719, 0.07267, -0.15432)  1.312
C (0.22354, 1.69204, 2.85799)  -0.054
O (0.25140, 0.42733, 2.21687)  -0.327
C (-0.30084, -0.64386, 2.98119)  -0.163
C (0.28625, -1.93889, 2.41556)  -0.132
O (0.08488, -2.05368, 1.01243)  -0.247
C (-0.96635, -2.92243, 0.59075)  -0.145
C (-0.76026, -3.15921, -0.90678)  -0.118
O (-0.75564, -1.95088, -1.65837)  -0.202
C (-1.87141, -1.56758, -2.31924)  -0.019
H (0.76448, 1.63867, 3.80968)  0.112
H (-0.79701, 2.03558, 3.05137)  0.107
H (0.73691, 2.39096, 2.19931)  0.094
H (-1.39907, -0.64602, 2.93542)  0.113
H (0.00297, -0.55230, 4.03008)  0.150
H (-0.13595, -2.79688, 2.94338)  0.149
H (1.37027, -1.92236, 2.56401)  0.146
H (-1.94520, -2.48362, 0.82234)  0.118
H (-0.87737, -3.88875, 1.10063)  0.154
H (-1.51106, -3.85627, -1.28450)  0.150
H (0.24298, -3.57062, -1.05193)  0.151
H (-2.73227, -2.22622, -2.31521)  0.121
H (-1.65721, -0.99942, -3.21561)  0.116
H (-2.22307, -0.30623, -1.41354)  -0.009
Cl (-1.05614, 3.45316, -1.51119)  0.796
C (0.53884, 2.90570, -1.72443)  -0.677
C (0.93140, 1.68633, -1.16330)  -0.270
C (2.25398, 1.28804, -1.36242)  -0.688
Cl (2.63151, -0.21470, -0.61161)  0.798
C (3.18691, 2.00650, -2.11112)  -0.663
Cl (4.75862, 1.41153, -2.36407)  0.832
C (2.76536, 3.23709, -2.66915)  -0.625
Cl (3.84818, 4.17535, -3.57957)  0.878
C (1.44600, 3.69041, -2.46611)  -0.679
Cl (0.94284, 5.17906, -3.12490)  0.795
O (-3.11580, -0.54052, 1.45624)  -0.497
S (-3.13715, 0.61588, 0.56631)  0.912
N (-1.99832, 0.33416, -0.54618)  -0.490

Cartesian forces, eV/Å:
-0.7893 1.0707 -0.9390
0.0824 0.6125 0.3768
-0.0447 -0.3597 -0.6411
-0.1249 -0.7426 0.0197
0.2444 0.6155 1.0307
-0.1613 0.9378 -0.8257
-0.4227 -0.3353 -0.6377
0.2044 -0.6708 0.9232
-0.1704 0.7145 -0.3114
0.1972 -0.8372 -0.7322
-0.0678 -0.0375 -0.1587
0.0229 -0.0947 -0.1025
-0.0818 0.0041 0.0558
0.2636 0.1334 -0.0472
0.0316 0.0275 -0.1285
0.0278 0.0072 -0.1259
-0.1388 -0.0925 -0.0181
0.1755 -0.0574 -0.0484
0.0434 0.1388 -0.0617
0.0522 0.0956 -0.0586
-0.2156 -0.0839 -0.0450
0.0068 -0.0953 0.1177
-0.0075 0.1803 0.0095
-0.0727 0.6772 0.7364
0.1080 -0.0513 0.0405
-0.0272 1.4187 -0.8073
-0.6454 -2.0238 0.9360
1.0512 0.7089 -0.6300
0.1009 -0.3673 0.2978
-0.1003 -1.5710 0.9096
-0.3713 0.1592 0.0881
0.2401 1.1041 -0.6850
-0.5066 -0.5770 0.5048
-1.0081 -0.1338 0.4092
0.1119 -0.1958 0.0658
-0.3556 -0.5808 0.7618
-0.1924 0.6683 0.0072
2.5401 -0.3666 -0.2865

Number 1: largest force on an atom 2.2 eV/Å. Number 2: largest force on an atom 0.8 eV/Å. Number 3: largest force on an atom 2.6 eV/Å.